Entry from OMol25: 7 unconnected molecules or ions with the total composition C28H77N7O7 at a distorted geometry (ωB97M-V with the def2-TZVPD basis set).

Last column: Mulliken charge in e.
Cartesian coordinates (Å):
C1 3.68043 -0.83562 1.76978  0.128
O1 4.33882 0.40494 1.87397  -0.371
C2 4.31265 1.15286 0.69166  -0.225
C3 5.44739 2.19287 0.63174  0.400
C4 5.33675 3.14489 1.81740  -1.391
N1 5.58747 2.84627 -0.66297  -0.617
H1 4.28127 -1.57328 1.22540  0.321
H2 2.71035 -0.62482 1.31227  -0.082
H3 3.54014 -1.31204 2.73995  -0.061
H4 4.42076 0.46391 -0.15449  0.363
H5 3.38440 1.71946 0.53139  -0.135
H6 6.35869 1.61620 0.83129  0.254
H7 5.68684 2.66292 2.73209  0.348
H8 4.30479 3.40474 2.06570  0.265
H9 5.97187 4.01505 1.64776  0.470
H10 5.67560 3.84934 -0.56493  0.241
H11 6.45124 2.54235 -1.09011  0.262
C5 -2.36431 -2.82243 5.05888  -0.576
O2 -2.59065 -1.43424 4.99517  -0.395
C6 -1.41546 -0.70815 4.62904  -0.448
C7 -1.75974 0.76640 4.69697  0.566
C8 -2.89232 1.28071 3.82349  -1.335
N2 -0.55921 1.53723 4.31731  -0.645
H12 -1.63144 -3.24480 5.75709  0.282
H13 -1.96164 -3.04724 4.05921  0.098
H14 -3.25017 -3.44053 5.19138  0.343
H15 -0.66390 -0.86047 5.41591  0.216
H16 -0.98991 -1.15629 3.72493  0.274
H17 -1.97328 0.98199 5.74894  0.208
H18 -3.88503 1.08173 4.22449  0.390
H19 -2.74094 0.99756 2.77720  0.106
H20 -2.91504 2.36375 3.64941  0.434
H21 0.30612 1.21510 4.74778  0.221
H22 -0.65277 2.43883 4.78129  0.252
C9 -3.99202 3.55933 0.42242  -0.812
O3 -3.73075 3.01005 -0.85740  -0.327
C10 -2.96948 3.85474 -1.71803  -0.524
C11 -2.99469 3.25590 -3.11440  0.361
C12 -2.42689 1.83086 -3.22107  -1.166
N3 -2.34808 4.12679 -4.14343  -0.727
H23 -3.03801 3.86037 0.85989  0.333
H24 -4.45626 2.72329 0.94695  0.246
H25 -4.72557 4.36789 0.50699  0.328
H26 -3.55208 4.77982 -1.75534  0.376
H27 -1.93877 4.12257 -1.46170  0.172
H28 -4.03876 3.20086 -3.43811  0.276
H29 -2.94603 0.98379 -2.78201  0.376
H30 -1.41882 1.89163 -2.79236  0.152
H31 -2.24164 1.59152 -4.27133  0.353
H32 -2.80128 3.79573 -4.98845  0.306
H33 -1.39523 3.77059 -4.19846  0.313
C13 2.29651 -3.05857 4.95151  -0.669
O4 2.21760 -3.85441 3.80012  -0.253
C14 1.24369 -4.86805 3.88958  -0.343
C15 1.23928 -5.74650 2.63267  0.356
C16 2.40681 -6.74619 2.65462  -1.570
N4 1.33855 -4.96747 1.39132  -0.684
H34 1.43506 -2.37821 4.99559  0.107
H35 3.15896 -2.40094 4.83697  0.266
H36 2.36504 -3.56454 5.91752  0.351
H37 1.29167 -5.53415 4.75860  0.517
H38 0.25282 -4.39805 3.96653  -0.043
H39 0.34538 -6.37739 2.65686  0.479
H40 2.41630 -7.31091 1.72427  0.396
H41 2.33964 -7.45290 3.48469  0.390
H42 3.35693 -6.22272 2.78474  0.261
H43 0.57986 -4.28570 1.36963  0.218
H44 2.11989 -4.37739 1.68979  0.310
C17 -3.47133 -6.57309 -0.66142  -0.663
O5 -3.51840 -5.56651 -1.65260  -0.370
C18 -2.38021 -5.56836 -2.53284  -0.133
C19 -2.77998 -6.23399 -3.83129  0.626
C20 -1.54785 -6.51787 -4.74043  -1.332
N5 -3.61156 -5.31145 -4.60338  -0.804
H45 -3.70955 -7.57603 -1.02587  0.258
H46 -4.28985 -6.38809 0.04090  0.275
H47 -2.55550 -6.47518 -0.07590  0.254
H48 -2.10483 -4.51041 -2.57143  -0.266
H49 -1.49263 -5.94386 -2.01035  0.458
H50 -3.26993 -7.16762 -3.53318  0.236
H51 -0.78275 -5.74650 -4.76459  0.304
H52 -1.88558 -6.68173 -5.76493  0.344
H53 -1.14407 -7.49432 -4.45501  0.362
H54 -4.46103 -5.28329 -4.01040  0.265
H55 -4.13704 -5.75092 -5.36261  0.276
C21 0.50670 8.27472 -5.32878  -0.741
O6 1.63490 7.80012 -4.59817  -0.310
C22 1.23041 7.08246 -3.43366  -0.384
C23 2.49602 6.51320 -2.81123  0.360
C24 2.19588 5.61726 -1.59300  -0.985
N6 3.38005 7.62395 -2.40594  -0.738
H56 -0.02048 9.01167 -4.72084  0.299
H57 -0.11814 7.43807 -5.64508  0.283
H58 0.86657 8.76501 -6.23119  0.264
H59 0.78846 7.81521 -2.74442  0.299
H60 0.44630 6.37643 -3.72758  0.209
H61 3.08905 5.83840 -3.42796  0.294
H62 1.43151 4.88894 -1.88011  0.042
H63 1.84854 6.17333 -0.72091  0.341
H64 3.05295 5.01336 -1.29692  0.186
H65 2.80929 8.32878 -1.95459  0.268
H66 3.79655 8.03122 -3.23251  0.296
C25 0.09284 2.08606 -0.28977  -0.265
O7 -0.03324 0.82049 -0.86507  -0.403
C26 -0.33830 -0.24830 0.00557  -0.020
C27 -0.43402 -1.52402 -0.74876  0.114
C28 -1.75567 -1.56066 -1.56792  -0.929
N7 -0.56167 -2.69792 0.15970  -0.384
H67 0.33805 2.79429 -1.08039  -0.044
H68 0.91917 2.17540 0.42576  0.281
H69 -0.80890 2.42545 0.23019  0.147
H70 0.47353 -0.29836 0.74785  -0.017
H71 -1.23580 0.03543 0.57356  -0.107
H72 0.37339 -1.62383 -1.47232  0.320
H73 -2.70429 -1.72961 -1.05803  0.465
H74 -1.74337 -2.39018 -2.28002  0.215
H75 -1.76209 -0.62706 -2.13815  -0.171
H76 -1.48520 -2.70083 0.57629  0.233
H77 -0.56632 -3.54008 -0.40584  0.203

## Properties
HOMO energy	-9.1	eV
SMILES	COC[C@H](C)N.COC[C@H](C)N.COC[C@H](C)N.COC[C@H](C)N.COC[C@H](C)N.COC[C@H](C)N.COC[C@H](C)N
energy relative to the best compared isomer or geometry (same formula, charge and spin)	3.160	eV
gap between HOMO and LUMO	9.7	eV
net charge	0